Entry 1:
Entry from OMol25: a structure of composition BF4H4O2Rb (ωB97M-V/def2-TZVPD).

CARTESIAN COORDINATES (ANGSTROEM)
Rb: 20.62 0.80 22.52
B: 18.17 5.03 20.29
F: 17.66 5.96 19.46
F: 19.52 5.40 20.54
F: 17.49 5.00 21.44
F: 18.20 3.80 19.73
O: 23.38 -2.00 24.45
H: 24.15 -2.28 23.95
H: 23.53 -2.36 25.33
O: 19.20 -1.87 18.95
H: 18.62 -1.81 18.19
H: 19.01 -2.74 19.32

Output
energy above the lowest of the compared OMol25 structures with the same formula, charge and spin = 0.0 kcal per mole
HOMO-LUMO gap = 7.87 eV
HOMO = -9.5421 eV
LUMO energy = -1.7 eV

=====

Entry 2:
Entry from OMol25: a cluster of 2 separate species, C4H12N2O2 in total (ωB97M-V/def2-TZVPD).

CARTESIAN COORDINATES (ANGSTROEM)
C: -0.90 -1.37 -2.13
C: -0.63 -1.87 -0.66
N: 0.24 -0.97 0.09
C: -0.04 0.20 0.72
O: 0.96 0.87 1.03
C: -1.39 0.88 0.52
N: -1.58 1.96 1.46
H: -1.28 -1.99 -2.93
H: -1.51 -0.49 -2.03
H: 0.12 -0.96 -2.43
H: -0.29 -2.91 -0.57
H: -1.57 -1.89 -0.11
H: 1.15 -1.34 0.32
H: -1.61 1.12 -0.51
H: -2.21 0.14 0.63
H: -1.20 2.76 0.98
H: -1.10 1.80 2.34
O: 2.97 0.14 -0.62
H: 3.42 0.97 -0.85
H: 2.80 0.33 0.32

Output
energy above the lowest of the compared OMol25 structures with the same formula, charge and spin = 44.4 kcal per mole
HOMO-LUMO gap = 10.25 eV
HOMO = -9.4612 eV
LUMO energy = 0.8 eV

=====

Entry 3:
Entry from OMol25: an isolated molecule of C4H5N3 (ωB97M-V/def2-TZVPD).

CARTESIAN COORDINATES (ANGSTROEM)
H: -0.94 1.87 1.20
N: -0.91 0.86 1.25
C: -0.53 -0.02 0.48
C: -1.63 -1.23 -0.14
C: -2.53 -1.73 -0.76
N: 0.53 -0.64 -0.02
N: 1.88 0.14 0.39
C: 2.15 1.21 -0.22
H: -3.36 -2.12 -1.30
H: 0.69 -1.60 0.25
H: 1.46 1.73 -0.89
H: 3.19 1.52 -0.23

Output
energy above the lowest of the compared OMol25 structures with the same formula, charge and spin = 162.5 kcal per mole
HOMO-LUMO gap = 10.08 eV
HOMO = -9.3738 eV
LUMO energy = 0.7 eV

=====

Entry 4:
Entry from OMol25: a cluster of 16 separate species, C26H79FN2O17 in total (ωB97M-V/def2-TZVPD).

CARTESIAN COORDINATES (ANGSTROEM)
N: 2.04 0.34 0.27
C: 0.57 0.33 0.16
C: 0.13 0.53 -1.32
C: -0.73 -0.62 -1.83
C: -2.23 -0.35 -1.69
C: -2.87 -1.14 -0.58
C: -4.40 -1.15 -0.62
C: -5.12 -0.11 -1.49
C: -6.00 0.75 -0.52
C: -5.79 2.24 -0.76
C: -4.61 2.75 -0.04
O: -4.57 3.18 1.10
F: -3.46 2.64 -0.77
N: -5.72 0.29 0.81
C: -5.08 -0.99 0.72
O: -5.14 -1.80 1.61
H: 2.36 1.27 0.08
H: 2.44 -0.27 -0.43
H: 0.23 1.14 0.78
H: 0.16 -0.60 0.50
H: -0.41 1.46 -1.38
H: 1.04 0.57 -1.91
H: -0.53 -0.73 -2.89
H: -0.45 -1.56 -1.37
H: -2.71 -0.63 -2.62
H: -2.38 0.71 -1.58
H: -2.53 -0.79 0.39
H: -2.53 -2.16 -0.65
H: -4.73 -2.12 -0.95
H: -4.51 0.61 -2.01
H: -5.68 -0.65 -2.24
H: -7.04 0.59 -0.78
H: -5.73 2.43 -1.81
H: -6.65 2.78 -0.40
H: -5.11 0.88 1.37
C: 5.15 -0.77 2.37
O: 4.67 0.51 1.97
H: 6.21 -0.67 2.62
H: 4.61 -1.13 3.25
H: 5.05 -1.49 1.55
H: 3.74 0.40 1.74
C: 3.34 -1.82 -3.47
O: 3.60 -1.13 -2.24
H: 2.57 -1.27 -4.00
H: 4.24 -1.85 -4.08
H: 2.98 -2.84 -3.28
H: 4.28 -1.62 -1.78
C: -7.55 -3.42 -0.89
O: -6.84 -4.03 0.17
H: -7.80 -4.20 -1.61
H: -8.47 -2.96 -0.54
H: -6.94 -2.67 -1.40
H: -6.61 -3.35 0.81
C: 6.10 -0.03 -5.98
O: 4.70 -0.23 -6.06
H: 6.53 -0.87 -5.44
H: 6.55 0.01 -6.98
H: 6.34 0.89 -5.45
H: 4.33 0.52 -6.55
C: 3.15 3.63 -1.51
O: 3.47 3.11 -0.22
H: 3.12 2.79 -2.20
H: 2.17 4.12 -1.50
H: 3.91 4.34 -1.84
H: 3.49 3.85 0.40
C: 4.90 -0.02 -9.47
O: 4.59 1.16 -8.73
H: 5.86 -0.39 -9.12
H: 4.15 -0.79 -9.30
H: 4.98 0.20 -10.54
H: 3.75 1.49 -9.04
C: 6.70 1.49 4.58
O: 6.74 0.19 5.17
H: 6.53 1.37 3.51
H: 5.89 2.08 5.00
H: 7.65 2.00 4.73
H: 6.90 0.30 6.11
C: -5.62 -0.68 5.24
O: -6.36 -0.56 4.03
H: -6.32 -0.70 6.07
H: -5.03 -1.60 5.24
H: -4.95 0.18 5.36
H: -5.72 -0.55 3.31
C: 1.81 -1.13 4.27
O: 1.43 -1.11 2.90
H: 0.91 -1.06 4.87
H: 2.33 -2.06 4.52
H: 2.47 -0.28 4.51
H: 2.22 -1.17 2.36
C: -5.01 -4.42 5.29
O: -4.45 -3.81 6.45
H: -5.90 -3.87 5.00
H: -4.29 -4.40 4.46
H: -5.28 -5.46 5.51
H: -3.67 -4.31 6.69
C: -0.70 5.05 -1.78
O: -0.51 4.11 -0.73
H: 0.27 5.47 -2.03
H: -1.12 4.58 -2.67
H: -1.36 5.87 -1.46
H: -1.38 3.75 -0.51
C: -1.73 -0.81 5.84
O: -1.37 -1.75 6.85
H: -0.87 -0.17 5.65
H: -2.00 -1.33 4.92
H: -2.57 -0.20 6.18
H: -2.14 -2.30 7.01
C: 2.80 3.11 -5.64
O: 1.39 2.89 -5.71
H: 3.24 2.28 -5.11
H: 3.22 3.16 -6.65
H: 3.02 4.04 -5.11
H: 1.00 3.63 -6.18
C: 4.08 1.63 7.09
O: 4.64 2.85 7.58
H: 4.88 0.90 7.01
H: 3.32 1.26 7.77
H: 3.64 1.79 6.10
H: 3.93 3.50 7.64
C: -0.19 -3.83 -3.42
O: -1.53 -3.33 -3.42
H: 0.43 -3.09 -3.90
H: 0.17 -4.00 -2.40
H: -0.13 -4.77 -3.99
H: -2.08 -3.99 -3.00

Output
HOMO-LUMO gap = 8.83 eV
HOMO = -8.5154 eV
LUMO energy = 0.3 eV

=====

Entry 5:
Entry from OMol25: an isolated molecule of C5H9F (ωB97M-V/def2-TZVPD).

CARTESIAN COORDINATES (ANGSTROEM)
C: 1.64 -1.08 -0.23
C: 0.54 -0.22 0.01
C: -0.79 -0.61 0.44
C: -1.92 0.14 -0.34
C: 1.12 1.13 0.11
F: 0.17 2.28 -0.04
H: 1.73 -2.31 -0.21
H: 2.55 -0.64 -0.71
H: -0.95 -1.75 0.12
H: -1.02 -0.53 1.68
H: -1.67 1.22 -0.65
H: -2.77 0.08 0.28
H: -1.97 -0.59 -1.22
H: 1.48 1.19 1.29
H: 1.91 1.69 -0.53

Output
energy above the lowest of the compared OMol25 structures with the same formula, charge and spin = 71.6 kcal per mole
HOMO-LUMO gap = 9.90 eV
HOMO = -9.2470 eV
LUMO energy = 0.7 eV

=====

Entry 6:
Entry from OMol25: an isolated molecule of C13H12N4OS (ωB97M-V/def2-TZVPD).

CARTESIAN COORDINATES (ANGSTROEM)
C: -2.38 2.98 3.04
C: -2.31 1.49 2.70
C: -1.12 1.19 1.83
N: 0.03 1.41 2.26
C: 1.27 1.28 1.65
C: 2.29 1.99 2.29
C: 3.59 1.94 1.83
C: 3.90 1.15 0.73
C: 2.90 0.43 0.10
C: 1.58 0.49 0.54
C: 0.58 -0.27 -0.22
N: 1.06 -1.21 -1.02
N: 0.30 -1.89 -1.83
C: -0.98 -1.59 -1.88
S: -2.02 -2.37 -3.02
C: -0.85 -3.48 -3.87
N: -1.58 -0.71 -1.06
C: -0.82 -0.06 -0.21
O: -1.53 0.75 0.59
H: -1.46 3.28 3.54
H: -2.50 3.57 2.14
H: -3.22 3.17 3.70
H: -3.21 1.18 2.17
H: -2.21 0.91 3.62
H: 2.02 2.59 3.15
H: 4.36 2.51 2.33
H: 4.92 1.09 0.37
H: 3.13 -0.19 -0.75
H: -0.94 -3.30 -4.94
H: 0.14 -3.24 -3.51
H: -1.11 -4.50 -3.64

Output
energy above the lowest of the compared OMol25 structures with the same formula, charge and spin = 45.9 kcal per mole
HOMO-LUMO gap = 8.18 eV
HOMO = -8.3511 eV
LUMO energy = -0.2 eV